(one)
14
Properties=species:S:1:pos:R:3 method="wB97M-V/def2-TZVPD" homo_energy_ev="-7.44 / -9.22" homo_lumo_gap_ev="7.401 / 8.195"
C -2.93 -1.40 -1.57
C -2.09 -0.73 -1.09
C 1.96 -0.57 -0.21
C 2.08 0.79 0.07
C -0.01 0.27 -0.36
C -1.38 0.28 -0.53
N 0.71 -0.87 -0.44
N 0.83 1.29 -0.02
F -2.06 1.55 -0.56
H -3.59 -2.27 -1.80
H 2.79 -1.25 -0.41
H 3.10 1.33 0.01
H -1.94 -0.91 1.73
H 0.57 2.32 0.09

=====

(two)
14
Properties=species:S:1:pos:R:3 method="wB97M-V/def2-TZVPD" smiles=C#Cc1cnn(C)c1F homo_energy_ev=-8.51 homo_lumo_gap_ev=9.344
C 0.21 0.05 -3.55
C -0.22 -0.18 -2.49
C -1.58 -0.03 -0.32
C -0.43 -0.14 -1.09
C 0.63 -0.35 -0.01
C 0.61 0.10 2.43
N -1.32 0.10 0.97
N 0.04 -0.06 1.12
F 1.94 -0.49 -0.22
H 0.50 0.37 -4.57
H -2.57 0.17 -0.79
H 1.51 0.82 2.53
H -0.24 0.43 3.06
H 0.92 -0.80 2.94

=====

Which is the most stable structure? (two) is the most stable.

=====

(one)
15
Properties=species:S:1:pos:R:3 method="wB97M-V/def2-TZVPD" homo_energy_ev="-10.38 / -10.38" homo_lumo_gap_ev="11.160 / 7.754" s_squared=0.75 multiplicity=2
C 0.17 1.04 0.15
C -1.31 1.36 0.04
O -2.21 0.25 0.12
C 0.50 -0.29 0.84
O 0.20 -1.39 0.01
H 0.70 1.73 0.83
H 0.67 1.11 -0.82
H -1.63 2.07 0.76
H -1.54 1.88 -0.89
H -1.71 -0.55 0.10
H 1.58 -0.31 0.97
H -0.12 -0.44 1.73
H 1.25 -2.20 -0.53
H 1.50 -1.97 -2.06
O 1.95 -2.29 -1.26

=====

(two)
15
Properties=species:S:1:pos:R:3 method="wB97M-V/def2-TZVPD" homo_energy_ev="-9.43 / -9.37" homo_lumo_gap_ev="10.024 / 6.203" s_squared=0.75 multiplicity=2
C 0.37 -0.74 -0.61
O 0.44 -0.93 0.74
C -0.70 0.19 -1.11
C -0.93 1.25 -0.06
O -1.66 2.43 -0.55
H 0.20 -1.81 -0.87
H 1.35 -0.57 -1.11
H -0.40 0.59 -2.07
H -1.69 -0.31 -1.31
H 0.08 1.64 0.23
H -1.34 0.79 0.84
H -1.79 2.76 0.35
H 2.26 -2.52 2.15
H 1.44 -1.20 1.38
O 2.36 -1.57 2.01

=====

Which is the most stable structure? (one) is the most stable.

=====

(one)
13
Properties=species:S:1:pos:R:3 method="wB97M-V/def2-TZVPD" homo_energy_ev=-10.71 homo_lumo_gap_ev=10.318
C -0.42 -1.46 0.20
C 0.14 -0.16 -0.27
N 1.55 -0.01 -0.09
O 2.08 -0.72 0.75
O 2.13 0.86 -0.71
Si -0.77 1.47 0.18
H 0.13 -2.31 -0.22
H -1.47 -1.54 -0.07
H -0.33 -1.52 1.28
H -0.06 -0.05 -1.89
H 0.02 2.57 -0.34
H -2.09 1.35 -0.44
H -0.92 1.53 1.64

=====

(two)
13
Properties=species:S:1:pos:R:3 method="wB97M-V/def2-TZVPD" homo_energy_ev=-8.85 homo_lumo_gap_ev=9.717
C 2.36 -0.14 0.07
C 1.15 0.68 -0.07
N 0.01 0.06 0.02
O -1.13 0.87 -0.04
O -0.21 -1.14 0.00
Si -2.59 -0.02 0.08
H 2.66 -0.08 1.04
H 3.09 0.08 -0.71
H 2.12 -1.06 -0.29
H 1.20 1.69 -0.23
H -2.44 -1.07 -1.10
H -2.50 -0.71 1.47
H -3.72 0.86 -0.23

=====

Which is the most stable structure? (two) is the most stable.

=====

(one)
98
Properties=species:S:1:pos:R:3 method="wB97M-V/def2-TZVPD" homo_energy_ev="-5.61 / -7.96" homo_lumo_gap_ev="4.983 / 6.155" s_squared=6.06 multiplicity=5
Fe -1.01 -1.60 -0.07
C -2.06 -1.49 4.02
C -1.93 -1.27 2.55
N -1.08 -1.95 1.79
N -0.36 -3.03 2.24
C 0.30 -3.52 1.23
O 0.25 -3.03 0.02
C 1.12 -4.74 1.43
C 1.31 -5.62 0.37
C 2.07 -6.77 0.56
C 2.65 -7.03 1.79
C 2.46 -6.15 2.85
C 1.70 -5.01 2.67
C -2.72 -0.37 1.79
C -3.81 0.37 2.29
C -4.62 1.05 1.43
C -4.36 1.01 0.04
C -3.28 0.31 -0.40
N -2.42 -0.33 0.43
H -1.23 -2.10 4.37
H -2.05 -0.54 4.55
H -3.00 -2.00 4.26
H 0.87 -5.39 -0.59
H 2.20 -7.46 -0.27
H 3.24 -7.93 1.93
H 2.92 -6.35 3.81
H 1.55 -4.31 3.48
H -4.01 0.37 3.36
H -5.47 1.62 1.81
H -5.00 1.51 -0.67
H -3.04 0.23 -1.45
Br -1.10 -1.13 -6.69
C -1.04 -1.24 -4.81
C -0.02 -0.55 -4.12
C -0.01 -0.64 -2.75
N -0.91 -1.33 -2.04
C -1.88 -2.06 -2.72
C -1.95 -1.98 -4.14
C -2.70 -2.86 -1.92
C -3.76 -3.68 -2.39
C -4.45 -4.44 -1.50
Br -5.86 -5.55 -2.10
C -4.13 -4.43 -0.13
C -3.10 -3.61 0.27
N -2.41 -2.85 -0.58
H 0.74 0.02 -4.64
H 0.76 -0.12 -2.19
H -2.72 -2.53 -4.67
H -4.02 -3.69 -3.44
H -4.65 -5.05 0.59
H -2.80 -3.56 1.31
C 4.06 2.44 1.71
Si 2.41 3.31 1.79
C 1.49 2.87 3.36
C 2.66 5.17 1.80
Si 1.16 2.67 -0.11
Te 0.72 0.17 0.64
Si -0.94 3.73 -0.22
C -1.91 3.13 -1.71
C -0.63 5.57 -0.43
C -1.88 3.39 1.36
Si 2.38 2.94 -2.15
C 3.17 4.63 -1.93
C 1.20 3.04 -3.60
C 3.73 1.70 -2.50
H 4.66 2.70 2.60
H 4.62 2.74 0.83
H 3.95 1.35 1.70
H 2.13 3.11 4.21
H 1.24 1.81 3.43
H 0.57 3.45 3.46
H 3.39 5.42 2.58
H 1.73 5.70 2.04
H 3.04 5.57 0.86
H -1.41 3.37 -2.64
H -2.89 3.62 -1.71
H -2.08 2.05 -1.68
H -0.20 5.78 -1.41
H 0.03 5.98 0.33
H -1.59 6.10 -0.37
H -1.96 2.32 1.57
H -2.90 3.79 1.28
H -1.40 3.86 2.22
H 2.45 5.39 -1.61
H 3.60 4.94 -2.88
H 3.98 4.60 -1.20
H 0.63 3.97 -3.57
H 0.49 2.21 -3.63
H 1.77 3.03 -4.53
H 4.39 1.56 -1.64
H 4.33 2.08 -3.33
H 3.33 0.73 -2.78
Cl 1.91 -0.62 2.79
C 4.14 -2.02 0.56
Cl 5.35 -1.50 1.66
Cl 4.12 -3.66 0.06
C 3.27 -1.15 0.09
N 2.52 -0.29 -0.32

=====

(two)
98
Properties=species:S:1:pos:R:3 method="wB97M-V/def2-TZVPD" homo_energy_ev="-5.45 / -8.13" homo_lumo_gap_ev="5.127 / 5.056" s_squared=6.04 multiplicity=5
Fe 1.49 1.79 -1.09
C 0.89 4.11 -4.52
C 1.16 3.56 -3.17
N 1.15 2.32 -2.87
N 0.82 1.36 -3.82
C 0.82 0.18 -3.21
O 1.15 -0.02 -1.97
C 0.41 -0.99 -4.05
C -0.30 -2.05 -3.49
C -0.76 -3.09 -4.28
C -0.50 -3.09 -5.64
C 0.22 -2.04 -6.21
C 0.66 -0.99 -5.42
C 1.48 4.42 -1.99
C 1.51 5.79 -2.06
C 1.82 6.52 -0.93
C 2.11 5.85 0.24
C 2.07 4.46 0.24
N 1.75 3.75 -0.85
H 0.60 3.31 -5.19
H 1.78 4.61 -4.92
H 0.08 4.85 -4.49
H -0.51 -2.05 -2.42
H -1.33 -3.91 -3.83
H -0.86 -3.90 -6.27
H 0.43 -2.03 -7.27
H 1.21 -0.15 -5.85
H 1.27 6.28 -3.00
H 1.85 7.61 -0.96
H 2.37 6.38 1.15
H 2.30 3.90 1.13
Br 3.80 1.11 5.09
C 3.10 1.24 3.35
C 1.71 1.50 3.19
C 1.24 1.57 1.91
N 2.00 1.40 0.80
C 3.37 1.19 0.96
C 3.92 1.09 2.28
C 4.12 1.15 -0.24
C 5.49 0.79 -0.32
C 6.09 0.76 -1.54
Br 7.91 0.27 -1.67
C 5.39 1.09 -2.71
C 4.06 1.43 -2.56
N 3.41 1.48 -1.39
H 1.06 1.66 4.05
H 0.18 1.78 1.73
H 4.98 0.92 2.42
H 6.04 0.51 0.57
H 5.86 1.07 -3.68
H 3.48 1.68 -3.44
C -1.39 0.07 4.67
Si -1.02 -1.65 4.08
C 0.81 -1.98 4.20
C -1.97 -2.89 5.08
Si -1.75 -1.95 1.86
Te 0.05 -1.08 0.37
Si -1.57 -4.23 1.30
C -1.65 -4.41 -0.55
C -2.93 -5.20 2.09
C 0.08 -4.83 1.91
Si -3.91 -1.08 1.55
C -5.10 -2.15 2.50
C -4.28 -1.12 -0.26
C -3.95 0.63 2.26
H -0.79 0.29 5.56
H -2.45 0.18 4.92
H -1.15 0.82 3.90
H 1.20 -1.61 5.16
H 1.36 -1.47 3.40
H 1.02 -3.06 4.13
H -1.82 -2.70 6.16
H -1.64 -3.91 4.86
H -3.05 -2.82 4.88
H -2.51 -3.87 -0.97
H -1.74 -5.47 -0.82
H -0.73 -4.02 -1.03
H -3.90 -4.99 1.62
H -3.02 -4.99 3.16
H -2.72 -6.28 1.96
H 0.89 -4.13 1.62
H 0.32 -5.81 1.48
H 0.09 -4.92 3.01
H -4.96 -3.22 2.29
H -6.13 -1.88 2.21
H -4.99 -1.99 3.58
H -4.26 -2.14 -0.66
H -3.55 -0.50 -0.81
H -5.27 -0.68 -0.45
H -4.02 0.60 3.36
H -4.82 1.17 1.86
H -3.06 1.21 1.97
Cl -2.92 2.63 -3.38
C -2.45 3.19 -1.82
Cl -2.48 4.91 -1.57
Cl -4.41 2.46 -0.52
C -1.36 2.52 -1.23
N -0.50 1.96 -0.68

=====

Which is the most stable structure? (two) is the most stable.